Entry i
{
  "formula": "C23H29FN2O4",
  "method": "ωB97M-V/def2-TZVPD",
  "orbital_gap_ev": 9.23,
  "lumo_ev": 0.747,
  "homo_energy_ev": -8.481,
  "spin_multiplicity": 1,
  "smiles": "COCCNC(=O)c1cccc(OC2CCN(Cc3ccc(F)cc3OC)CC2)c1",
  "elements": ["F", "O", "O", "O", "O", "N", "N", "C", "C", "C", "C", "C", "C", "C", "C", "C", "C", "C", "C", "C", "C", "C", "C", "C", "C", "C", "C", "C", "C", "C", "H", "H", "H", "H", "H", "H", "H", "H", "H", "H", "H", "H", "H", "H", "H", "H", "H", "H", "H", "H", "H", "H", "H", "H", "H", "H", "H", "H", "H"],
  "positions_angstrom": [[-1.075, -2.226, 8.340], [-0.493, -0.115, -0.710], [0.319, 3.793, -3.838], [0.217, 0.140, 4.407], [1.247, 3.633, -7.355], [0.379, -2.957, 2.291], [-0.922, 3.075, -5.582], [-0.015, 4.205, -7.573], [-0.342, 1.258, -2.578], [0.985, -1.878, 0.116], [0.110, -0.989, 5.159], [0.498, -3.361, 5.301], [-0.265, 1.354, 4.931], [-0.976, -2.462, 2.146], [-0.450, -1.370, -0.046], [-0.209, -1.112, -2.927], [-1.077, -1.165, 1.333], [-0.226, 2.883, -4.435], [1.201, -2.178, 3.212], [-0.231, 1.476, -3.940], [0.597, -2.177, 4.591], [-0.342, -0.036, -2.054], [-0.063, -3.404, 6.566], [-0.525, -2.222, 7.106], [-0.085, 0.393, -4.805], [2.135, 4.429, -6.599], [-0.451, -1.017, 6.431], [0.991, -3.140, 0.992], [-0.876, 4.323, -6.300], [-0.072, -0.887, -4.287], [0.431, -3.931, 0.480], [-0.143, -4.323, 7.122], [0.058, 0.548, -5.864], [-1.285, 2.272, -6.072], [-0.452, 5.060, -5.615], [1.350, -1.140, 2.888], [1.430, -2.098, -0.855], [-0.201, -2.129, -2.566], [-0.506, 3.537, -8.288], [1.580, -1.091, 0.584], [0.863, -4.266, 4.842], [0.268, 1.637, 5.844], [-0.434, 2.096, -1.906], [0.048, -1.733, -4.949], [3.102, 3.933, -6.654], [-1.554, -3.247, 1.646], [-1.049, -2.110, -0.600], [-0.551, -0.359, 1.845], [-0.078, 2.100, 4.161], [2.216, 5.436, -7.026], [-0.835, -0.132, 6.912], [1.829, 4.503, -5.551], [-2.121, -0.872, 1.223], [2.178, -2.669, 3.253], [0.080, 5.203, -8.028], [2.016, -3.489, 1.134], [-1.339, 1.305, 5.133], [-1.886, 4.635, -6.583], [-1.399, -2.313, 3.141]]
}

Entry ii
{
  "formula": "C23H29FN2O4",
  "method": "ωB97M-V/def2-TZVPD",
  "orbital_gap_ev": 5.80,
  "lumo_ev": -0.589,
  "homo_energy_ev": -6.389,
  "spin_multiplicity": 1,
  "elements": ["F", "O", "O", "O", "O", "N", "N", "C", "C", "C", "C", "C", "C", "C", "C", "C", "C", "C", "C", "C", "C", "C", "C", "C", "C", "C", "C", "C", "C", "C", "H", "H", "H", "H", "H", "H", "H", "H", "H", "H", "H", "H", "H", "H", "H", "H", "H", "H", "H", "H", "H", "H", "H", "H", "H", "H", "H", "H", "H"],
  "positions_angstrom": [[-1.014, 0.161, -0.652], [-2.152, 1.400, 1.776], [-3.453, -1.856, -0.127], [-1.355, -2.659, -0.220], [-3.813, 0.274, 0.751], [-0.262, 0.944, -1.729], [4.340, -0.352, 1.609], [-2.140, -1.875, 0.268], [0.775, 2.323, -3.840], [-0.237, 2.867, -3.051], [0.745, 0.375, -2.398], [5.542, -1.035, 2.032], [-5.697, -1.024, 0.002], [-4.528, -1.654, 2.095], [-0.739, 2.166, -1.964], [3.086, -0.654, 2.125], [-2.564, 0.349, 1.305], [2.212, 0.425, 2.405], [-4.347, -1.078, 0.708], [-1.803, -0.883, 1.276], [-1.786, 2.714, -1.082], [0.394, -1.137, 2.435], [4.455, 0.411, 0.376], [2.630, -1.994, 2.183], [1.270, 1.070, -3.487], [0.861, 0.171, 2.534], [1.278, 3.057, -5.050], [1.275, -0.948, -1.998], [1.262, -2.214, 2.252], [-1.120, -1.325, 2.495], [-4.969, -2.652, 2.023], [0.485, -1.603, -1.615], [-1.445, 2.835, -0.046], [5.241, 1.172, 0.473], [1.744, -1.387, -2.888], [2.346, 3.304, -4.980], [0.728, 3.995, -5.180], [0.130, 0.974, 2.677], [-2.074, 3.691, -1.480], [-3.590, -1.726, 2.655], [4.714, -0.241, -0.477], [2.605, 1.440, 2.477], [-5.231, -1.036, 2.661], [-1.516, -0.701, 3.315], [-6.113, -2.037, -0.040], [6.355, -0.297, 2.080], [-5.593, -0.631, -1.014], [3.334, -2.822, 2.047], [-1.341, -2.389, 2.667], [3.496, 0.897, 0.166], [0.836, -3.220, 2.136], [5.385, -1.465, 3.027], [-2.666, 2.060, -1.067], [1.145, 2.462, -5.964], [5.827, -1.833, 1.330], [-0.678, 3.832, -3.284], [2.055, -0.848, -1.230], [2.051, 0.595, -4.075], [-6.375, -0.387, 0.578]]
}

Stability order, top to bottom: entry i, entry ii

Entry i
{
  "formula": "CFNO2",
  "method": "ωB97M-V/def2-TZVPD",
  "orbital_gap_ev": [7.81, 7.83],
  "lumo_ev": [-3.167, -3.167],
  "homo_energy_ev": [-10.980, -10.992],
  "spin_multiplicity": 1,
  "elements": ["F", "O", "O", "N", "C"],
  "positions_angstrom": [[2.681, 0.468, 0.032], [-2.177, 0.347, 0.114], [1.274, -0.522, 0.101], [0.113, -0.149, -0.197], [-1.060, 0.112, -0.051]]
}

Entry ii
{
  "formula": "CFNO2",
  "method": "ωB97M-V/def2-TZVPD",
  "orbital_gap_ev": [8.25, 8.07],
  "lumo_ev": [-1.443, -1.637],
  "homo_energy_ev": [-9.696, -9.708],
  "spin_multiplicity": 1,
  "elements": ["F", "O", "O", "N", "C"],
  "positions_angstrom": [[0.836, 1.180, 0.618], [1.759, -0.455, -0.475], [-2.103, -0.605, -0.078], [-1.344, 0.292, -0.202], [0.752, 0.050, -0.052]]
}

Stability order, top to bottom: entry ii, entry i

Entry i
{
  "formula": "C19H26F5N6O13P2TaTe",
  "method": "ωB97M-V/def2-TZVPD",
  "orbital_gap_ev": 7.57,
  "lumo_ev": -1.126,
  "homo_energy_ev": -8.693,
  "spin_multiplicity": 1,
  "elements": ["Ta", "Te", "P", "P", "F", "F", "F", "F", "F", "O", "O", "O", "O", "O", "O", "O", "O", "O", "O", "O", "O", "O", "N", "N", "N", "N", "N", "N", "C", "C", "C", "C", "C", "C", "C", "C", "C", "C", "C", "C", "C", "C", "C", "C", "C", "C", "C", "H", "H", "H", "H", "H", "H", "H", "H", "H", "H", "H", "H", "H", "H", "H", "H", "H", "H", "H", "H", "H", "H", "H", "H", "H", "H"],
  "positions_angstrom": [[0.570, -0.191, -0.328], [-2.389, 0.242, -2.173], [-1.879, 0.308, 2.213], [-4.380, 0.304, 0.387], [-0.201, 1.326, -1.394], [-2.163, 2.028, -2.584], [-3.174, -1.480, -2.306], [-1.479, -0.102, -3.735], [-3.989, 0.532, -3.104], [-1.345, -0.739, -0.970], [-2.560, 1.718, 2.554], [-5.077, -0.921, -0.363], [-3.397, 0.951, -0.661], [2.171, -1.475, -0.269], [-0.907, 0.610, 1.097], [-0.095, -2.045, 0.838], [2.540, -3.672, -0.474], [2.510, 5.077, 4.057], [-5.257, 1.249, 1.069], [1.842, -1.284, -4.288], [-1.411, -0.431, 3.405], [2.325, 0.480, 3.619], [1.264, -0.697, 1.923], [2.210, 0.872, -1.615], [1.141, 3.544, 2.181], [0.811, -1.158, -2.238], [-2.835, -1.929, 0.875], [1.438, 1.597, 0.718], [1.932, 0.768, -3.067], [1.601, 4.895, 1.832], [0.696, -2.584, 3.158], [1.990, -2.672, -0.847], [1.742, -2.130, 5.279], [2.173, 3.732, 4.371], [1.304, 2.533, 1.381], [-3.346, -0.664, 1.553], [0.543, -4.200, 4.874], [1.760, -0.506, 3.215], [0.984, -2.581, -1.995], [1.509, -0.667, -3.292], [1.278, -3.374, 5.713], [2.810, 5.231, 2.685], [-4.219, -1.102, 2.738], [0.585, -1.814, 1.900], [0.237, -3.812, 3.567], [1.438, -1.761, 3.993], [0.927, 3.308, 3.625], [0.208, -5.163, 5.239], [-1.808, -2.043, 0.965], [0.071, 3.915, 3.926], [2.316, -1.481, 5.926], [0.786, 5.587, 2.044], [1.498, -3.705, 6.720], [3.651, 4.584, 2.403], [-0.320, -4.461, 2.905], [3.100, 6.270, 2.536], [3.079, 0.394, -1.388], [1.830, 4.936, 0.768], [1.379, -3.089, -2.872], [0.058, -3.075, -1.696], [2.811, 0.984, -3.669], [-5.065, -1.702, 2.391], [2.304, 1.843, -1.347], [-2.992, 1.717, 3.416], [-3.013, -1.918, -0.136], [2.997, 3.056, 4.116], [-3.306, -2.740, 1.271], [-3.620, -1.666, 3.452], [0.705, 2.257, 3.785], [2.001, 3.693, 5.444], [1.132, 1.458, -3.321], [-4.635, -0.227, 3.231], [-5.363, -0.745, -1.271]]
}

Entry ii
{
  "formula": "C19H26F5N6O13P2TaTe",
  "method": "ωB97M-V/def2-TZVPD",
  "orbital_gap_ev": 7.77,
  "lumo_ev": -0.872,
  "homo_energy_ev": -8.641,
  "spin_multiplicity": 1,
  "elements": ["Ta", "Te", "P", "P", "F", "F", "F", "F", "F", "O", "O", "O", "O", "O", "O", "O", "O", "O", "O", "O", "O", "O", "N", "N", "N", "N", "N", "N", "C", "C", "C", "C", "C", "C", "C", "C", "C", "C", "C", "C", "C", "C", "C", "C", "C", "C", "C", "H", "H", "H", "H", "H", "H", "H", "H", "H", "H", "H", "H", "H", "H", "H", "H", "H", "H", "H", "H", "H", "H", "H", "H", "H", "H"],
  "positions_angstrom": [[0.722, -0.138, -0.417], [-2.561, -0.102, -2.201], [-1.709, 0.574, 2.136], [-4.341, 0.491, 0.493], [-4.083, 0.215, -3.223], [-1.854, -0.905, -3.701], [-3.506, -1.698, -1.768], [-1.982, 1.537, -2.793], [0.134, 1.424, -1.375], [-1.225, -0.045, 3.388], [2.597, -3.722, -0.616], [-0.788, 0.701, 0.954], [2.017, 5.029, 4.254], [2.460, 0.379, 3.476], [-5.310, -0.716, 0.084], [-2.276, 2.058, 2.295], [2.290, -1.520, -0.342], [-0.069, -2.046, 0.692], [-3.528, 0.845, -0.808], [1.843, -1.272, -4.382], [-1.296, -0.698, -1.052], [-4.975, 1.628, 1.148], [2.483, 0.762, -1.668], [-2.816, -1.738, 1.045], [1.722, 1.561, 0.692], [0.899, -1.133, -2.291], [1.097, 3.371, 2.220], [1.299, -0.725, 1.788], [2.414, 5.278, 2.921], [2.149, 0.727, -3.103], [0.606, -1.834, 1.752], [1.593, -0.661, -3.360], [1.433, 2.436, 1.393], [2.065, -2.693, -0.939], [1.358, 4.788, 1.942], [1.778, -2.212, 5.117], [0.509, -4.240, 4.701], [0.705, -2.614, 3.000], [0.767, 3.061, 3.623], [1.857, 3.639, 4.505], [1.275, -3.443, 5.542], [-4.041, -0.711, 2.912], [1.479, -1.820, 3.835], [1.033, -2.559, -2.062], [-3.234, -0.405, 1.643], [0.209, -3.832, 3.400], [1.848, -0.574, 3.066], [0.146, -5.194, 5.059], [-0.370, -4.458, 2.734], [3.019, 0.881, -3.738], [2.550, 6.354, 2.825], [1.590, 3.537, 5.555], [-5.632, -0.697, -0.827], [1.683, 4.899, 0.909], [-3.035, 2.146, 2.885], [-3.404, -1.227, 3.630], [-4.394, 0.212, 3.368], [2.678, 1.707, -1.361], [-3.158, -2.492, 1.639], [0.676, 1.984, 3.743], [0.424, 5.336, 2.081], [-0.195, 3.528, 3.836], [2.798, 3.106, 4.323], [3.369, 4.779, 2.712], [1.491, -3.790, 6.544], [0.096, -3.021, -1.744], [-1.782, -1.839, 0.930], [3.296, 0.185, -1.469], [-3.204, -1.885, 0.105], [2.380, -1.590, 5.766], [1.404, 1.494, -3.307], [1.384, -3.068, -2.958], [-4.923, -1.310, 2.674]]
}

Stability order, top to bottom: entry ii, entry i

Entry i
{
  "formula": "C5H6NO",
  "method": "ωB97M-V/def2-TZVPD",
  "orbital_gap_ev": [7.75, 7.75],
  "charge": 1,
  "lumo_ev": [-6.997, -6.993],
  "homo_energy_ev": [-14.743, -14.741],
  "spin_multiplicity": 1,
  "smiles": "O=[N+]1C=C2C[C@@H]2C1",
  "elements": ["O", "N", "C", "C", "C", "C", "C", "H", "H", "H", "H", "H", "H"],
  "positions_angstrom": [[0.639, 2.446, 1.820], [0.607, 1.454, 1.130], [-0.153, -0.628, 0.289], [-0.529, 0.590, 1.159], [0.086, -0.683, -1.308], [1.525, 1.034, 0.082], [1.103, -0.157, -0.437], [-0.881, 0.509, 2.276], [2.329, 1.729, -0.124], [-1.561, 1.070, 0.673], [-0.014, -1.780, -1.549], [-0.588, -0.049, -1.994], [-0.322, -1.698, 0.718]]
}

Entry ii
{
  "formula": "C5H6NO",
  "method": "ωB97M-V/def2-TZVPD",
  "orbital_gap_ev": 9.04,
  "charge": 1,
  "lumo_ev": -6.139,
  "homo_energy_ev": -15.182,
  "spin_multiplicity": 1,
  "elements": ["O", "N", "C", "C", "C", "C", "C", "H", "H", "H", "H", "H", "H"],
  "positions_angstrom": [[1.677, -0.823, 1.496], [0.247, 0.326, -0.539], [-0.121, 2.322, 1.199], [0.680, -1.411, 1.196], [-0.184, -1.018, -0.001], [-0.594, 1.284, -1.118], [-0.088, 1.459, 0.257], [-1.231, -1.068, 0.478], [-0.329, -1.757, -0.683], [-0.160, 1.815, -1.883], [0.480, -2.463, 1.539], [-1.617, 1.129, -1.081], [1.241, 0.205, -0.860]]
}

Stability order, top to bottom: entry i, entry ii